[1]
DFT (ωB97M-V/def2-TZVPD) results for 3 unconnected molecules or ions with the total composition C12H40BN6O5P3 in a non-equilibrium geometry.

XYZ file:
```
67
Properties=species:S:1:pos:R:3:forces:R:3
H 5.226777 -2.188927 -3.516381 -0.0374 0.0480 0.0162
H -0.545634 3.357198 2.469494 -0.0358 0.0396 -0.0590
C 2.542943 -5.306163 -4.745102 -0.3269 -0.0850 0.0857
C -3.119807 5.024991 3.805176 -0.3423 -0.0320 -0.0562
C -0.097505 -3.102143 -3.405558 -0.0746 0.3553 -0.0798
P -3.211615 2.690613 2.345015 -1.8575 4.8545 3.4536
H 1.832158 -4.781420 -1.243424 0.0834 0.0673 -0.1087
O 4.159962 3.931535 -0.605636 0.0917 -0.6263 0.5038
O 3.542524 1.619223 -1.789429 -0.0516 -0.2694 0.9090
H -0.482967 4.674087 3.633023 -0.0904 0.0089 0.0645
H -4.318632 0.173494 2.469665 0.0029 0.1104 0.0120
H 0.467932 1.375091 -0.480683 -0.1732 -0.2611 0.3815
H 0.477385 -3.765927 -0.740402 -0.0558 -0.0227 -0.0265
H 4.205322 3.600340 0.300475 0.1074 0.1484 0.0278
C -3.371924 0.103736 3.008065 -0.3755 -0.0271 0.0182
H 0.658594 4.082932 -0.696703 -0.0267 0.0326 -0.0003
N -4.877733 2.814441 2.626803 0.1943 -0.3958 -0.2377
C 4.609811 -4.906927 -3.625276 0.2478 -0.0199 0.2297
H 2.725598 -3.062020 -0.287593 -0.0752 0.0520 -0.0693
H 2.625795 -6.387038 -4.628235 0.0735 0.0044 0.0218
H -0.487927 -3.973159 -3.949897 -0.0620 -0.0171 0.1093
C -1.091774 4.227785 2.841995 0.0454 -0.1360 -0.1849
H 3.009827 -5.018208 -5.691827 0.0342 -0.0583 -0.0056
N 1.126630 -3.425243 -2.699701 0.0602 0.0673 -0.3886
H 4.076063 -1.973124 -0.176776 0.0768 0.0729 -0.1269
H -3.601620 5.559629 2.974831 0.0280 0.0500 0.0197
N -2.396427 3.841732 3.371417 0.2253 -0.1548 0.6404
C 0.909982 -4.315775 -1.583487 0.1149 -0.4516 -0.0471
H -6.275625 2.147445 4.059946 0.0171 -0.0003 -0.0452
C -5.529288 2.938345 3.909684 0.0277 -0.3985 0.3032
H -1.406269 2.114194 4.773708 -0.0710 0.1498 -0.1494
H -3.529275 -0.566759 3.853477 0.0666 0.0199 0.0317
H -6.645359 3.220031 1.562076 -0.0061 -0.0134 0.0532
P 2.615521 -3.012250 -3.378662 -0.3831 0.5752 5.3907
H 5.697720 -1.968970 -1.836985 -0.0653 -0.0357 0.0703
N 3.164578 -4.636256 -3.585258 0.2658 0.8464 -2.4288
N 3.751363 -2.719393 -2.100444 0.1520 -0.5203 0.2078
H 0.066320 -2.304084 -4.126837 0.1205 0.0183 0.0454
H -4.826934 2.869358 4.736976 0.1159 -0.0233 -0.0921
H -3.875959 4.779784 4.549522 -0.0589 -0.0043 -0.0965
H -2.430470 5.711091 4.300309 0.1145 -0.0364 -0.0993
H 0.221479 -5.128610 -1.846472 0.0040 0.0338 -0.0428
H -6.211738 1.498579 1.647260 -0.0888 0.0621 0.0670
H -6.041885 3.903889 3.980002 -0.0484 -0.0354 -0.0277
C 4.861739 -1.878526 -2.534465 -0.0397 0.1098 -0.2181
C 3.241708 -2.262148 -0.817378 -0.3123 -0.0253 0.0612
H -5.323278 2.598310 0.584803 0.1027 0.0615 0.0546
O 2.393763 -1.613846 -3.858040 0.2795 -1.0965 -2.6759
C -1.619976 1.280140 4.113023 0.2129 0.1492 0.2510
H -0.819382 1.199182 3.372691 0.0266 -0.0831 0.0299
O 0.902606 1.995846 0.117201 -0.2833 -0.0128 -0.8752
H -2.633037 -0.344793 2.336850 0.0270 -0.0486 0.0560
N -2.950305 1.429528 3.502340 1.0638 -1.2438 -2.1953
H -1.177047 4.942906 2.015614 0.0470 -0.0390 -0.0312
H 4.569089 -0.826090 -2.605424 0.0994 0.0225 -0.0197
H 1.480028 -5.068008 -4.807382 0.0132 0.0680 0.0801
H 5.058919 -4.736155 -2.651913 -0.0984 0.1924 0.0329
H -0.868924 -2.759491 -2.709364 0.0085 -0.0525 0.0311
O -3.070339 3.440799 1.056257 0.8299 -2.9527 -1.3924
H 4.772499 -5.956917 -3.872147 -0.1827 -0.0029 -0.0905
H 2.564994 -1.401529 -0.907244 0.0573 0.0414 0.0463
C -5.807343 2.516893 1.556015 0.0211 0.1939 -0.3180
H 3.177895 1.388310 -2.652057 0.2946 -0.1045 -0.1140
B 1.339663 3.108138 -0.578056 0.6377 -0.1575 1.2598
H -1.603625 0.376022 4.723716 -0.1562 -0.0840 -0.1257
P 3.037304 3.157212 -1.493417 -0.6447 1.1597 -2.0797
H 5.135135 -4.302926 -4.369775 0.0328 -0.0875 -0.0573
```
Forces are in eV/Å.

Output
Orbital gap, eV: 7.74
SMILES: CN(C)P(=O)(N(C)C)N(C)C.CN(C)P(=O)(N(C)C)N(C)C.OBP(O)O
Relative energy (zero: lowest compared OMol25 entry of this formula, charge and spin), eV: 0.000
HOMO, eV: -7.65



[2]
DFT (ωB97M-V/def2-TZVPD) results for 8 unconnected molecules or ions with the total composition C12H40N2O8 in a non-equilibrium geometry.

XYZ file:
```
62
Properties=species:S:1:pos:R:3:forces:R:3
H 25.059000 18.326000 8.251000 0.3919 -0.2292 -0.4204
O 18.118000 19.844000 15.285000 -1.1007 -1.6757 0.1183
H 23.313000 16.292000 13.657000 0.8217 -1.1270 -0.3336
H 18.440000 21.793000 17.397000 -0.7434 -0.2270 -0.8418
O 21.495000 19.486000 16.966000 -1.8683 -5.8349 -2.6013
H 24.050000 14.460000 11.520000 -0.4125 1.0087 1.2800
H 18.579000 21.441000 14.319000 -0.1380 1.4022 -1.3626
H 21.867000 16.367000 16.609000 0.1707 -1.4578 0.0571
H 19.865000 18.887000 13.112000 -0.7015 0.2346 0.1691
H 23.811000 16.426000 8.832000 1.6058 0.7056 0.4438
H 19.395000 16.524000 12.437000 -0.1155 0.6974 0.0923
O 23.457000 22.137000 7.180000 0.3295 -0.2377 -0.3625
H 23.881000 18.782000 10.271000 1.1591 -0.3952 0.4131
H 20.314000 16.902000 15.191000 -0.0844 0.5429 0.6763
H 21.509000 21.264000 8.880000 0.5688 -0.4899 0.0175
H 20.475000 20.463000 12.650000 1.4043 1.1218 1.1386
H 22.708000 20.887000 10.223000 -0.2728 0.2686 0.0949
O 18.719000 20.142000 11.888000 -2.4827 -0.5992 0.2449
O 22.588000 18.132000 13.565000 0.7993 -2.4437 -1.3604
H 22.427000 22.525000 9.524000 -0.2436 1.5819 1.1106
H 22.178000 20.000000 14.236000 1.0989 -0.1545 -0.7586
H 16.976000 22.019000 16.276000 -1.0140 -0.5224 0.3330
C 20.314000 15.962000 12.548000 -0.5051 0.6733 -2.5265
H 18.310000 22.970000 16.133000 0.5578 1.4427 -0.1040
H 24.637000 21.677000 8.863000 -0.2339 0.8436 0.2754
H 25.264000 18.083000 11.266000 -0.3533 -0.0284 -0.3653
C 24.135000 15.418000 12.133000 1.6017 0.0502 -0.8152
H 23.129000 19.898000 12.678000 -0.5497 0.0476 -0.9405
C 25.002000 18.580000 10.317000 -1.8131 0.7676 1.1532
H 23.922000 20.413000 8.126000 -0.2396 -1.6163 -0.3910
H 21.071000 16.374000 11.861000 -0.3157 -0.1642 0.2223
H 26.425000 17.641000 9.185000 0.9519 -0.6583 -0.6230
H 20.694000 16.130000 13.515000 0.5526 -0.5897 1.3680
H 17.169000 19.998000 15.050000 1.2770 -0.5032 0.2806
H 19.872000 14.154000 12.982000 0.0477 0.1640 -1.3253
O 19.992000 14.649000 12.136000 0.3572 -1.0262 2.0259
C 22.478000 21.494000 9.349000 1.1550 -0.5095 -1.6860
H 23.889000 21.641000 6.457000 -0.3975 0.5756 0.5624
C 23.691000 21.411000 8.380000 -0.5072 -0.2392 0.2836
N 20.428000 17.843000 15.567000 -2.0687 -0.1239 -2.1920
C 20.647000 19.054000 11.106000 1.2877 0.8158 1.5100
H 19.718000 18.521000 15.402000 -0.9564 0.3682 -0.5123
H 25.209000 15.658000 12.171000 0.0078 -0.2213 -0.5334
H 21.864000 17.860000 14.116000 -0.5103 0.7848 0.5357
H 23.703000 16.253000 11.585000 -0.3833 -0.1775 -0.1348
H 25.443000 19.593000 10.416000 0.1585 -0.5582 -0.6644
C 22.965000 19.444000 13.636000 -1.0518 2.1390 1.8102
H 20.105000 18.317000 10.603000 -1.4282 -0.7700 -0.9481
C 18.036000 21.978000 16.371000 1.3876 -0.0933 0.1194
H 22.581000 17.478000 17.734000 0.0943 -0.1845 -0.4648
N 22.070000 17.287000 16.880000 3.0909 -2.2799 2.4330
C 19.919000 19.643000 12.330000 1.3230 -1.8414 -1.4488
H 19.796000 21.136000 15.525000 -0.8878 -0.9183 -0.1343
C 18.695000 21.107000 15.307000 0.8764 0.9653 1.6007
H 21.581000 18.532000 11.342000 0.1158 0.4733 0.2692
O 24.760000 16.470000 9.130000 -0.9294 -0.8854 -0.2657
C 25.369000 17.738000 9.117000 -1.1723 1.3093 0.3019
C 21.282000 18.195000 16.481000 1.2868 8.9588 2.9132
O 23.743000 15.409000 13.484000 -1.6076 0.5717 0.5866
H 23.922000 19.597000 14.106000 0.4190 -0.2895 0.7403
H 20.854000 19.936000 10.526000 0.0899 -0.2135 -0.8360
H 18.820000 21.047000 11.640000 0.0996 0.7714 -0.2285
```
Forces are in eV/Å.

Output
Orbital gap, eV: 9.78
SMILES: NC(N)=O.CCO.CCO.CCO.CCO.CO.CO.CO
Relative energy (zero: lowest compared OMol25 entry of this formula, charge and spin), eV: 2.242
HOMO, eV: -9.53



[3]
DFT (ωB97M-V/def2-TZVPD) results for 8 unconnected molecules or ions with the total composition C12H40N6O8 in a non-equilibrium geometry.

XYZ file:
```
66
Properties=species:S:1:pos:R:3:forces:R:3
C 1.370097 1.285585 -2.834980 -0.9642 1.2764 -0.6373
N -1.371914 -2.033148 0.764903 -0.1699 -1.6215 -0.0941
H -2.302450 5.489531 0.280523 -0.3380 -1.7653 -0.7175
C -0.058523 0.805842 -2.714613 -0.4552 0.5429 0.2631
H -2.959027 -2.616613 -3.593113 0.4540 0.9954 0.2176
O -2.654525 -0.072817 0.783735 4.7816 -2.7518 -0.7634
H -0.958387 2.625430 -0.081509 1.1455 -0.0475 0.5749
H 4.027934 -1.613539 0.082824 -0.5203 0.3040 -0.5507
N -2.733130 2.487598 -0.301908 -1.0392 -4.6100 -1.2744
H -0.524311 -2.532152 1.045875 -0.4598 0.0417 -0.1675
H 1.739279 -5.299445 3.450399 -1.0154 0.5402 -0.6783
C 3.291825 -1.634523 -0.752585 0.7083 0.4266 -0.6960
C -2.663345 3.512519 0.465203 -1.6911 0.7157 6.7619
O 1.947232 1.535274 -1.551294 0.9619 -0.1715 -0.9052
H -0.942261 3.946819 1.968024 1.0262 -0.5261 -0.0101
H 0.881996 -1.627368 2.749891 -0.3837 -0.8180 -0.9423
N 0.105718 3.951279 1.916793 -3.2598 2.4861 1.9133
H 0.667938 -3.856263 3.307603 0.6102 -0.0371 -0.4088
N -2.416823 4.576354 -0.241243 1.8885 7.1387 -1.3608
O -2.813444 3.487611 1.814008 1.0188 0.3929 -6.1086
H -2.914933 1.585213 0.153421 0.1913 -0.6360 -0.0295
H 2.848417 1.881584 -1.735864 -0.8078 -0.0416 0.7923
H 2.751504 -3.707298 1.815768 -0.2266 -0.5747 0.0018
H -2.866638 2.541031 -1.301914 -0.0929 0.2364 0.3391
H 1.388896 -2.840212 0.338902 0.2985 0.5053 -0.5759
C 2.403066 -0.075807 2.715869 1.2944 0.1691 0.3696
H -2.705301 0.283054 -2.364284 -0.7161 -1.1399 -0.6999
H 2.147308 -5.082683 0.858615 0.4817 -1.3982 -0.5662
C 1.873693 -4.325077 1.532316 -0.9971 2.3079 1.4115
C -2.400692 -1.757544 -3.125599 -1.8742 -1.1259 1.4972
H 0.459684 4.782842 2.377754 0.7707 -0.7450 -0.3082
H 0.518430 -0.561966 0.282210 0.5615 -0.7863 0.1527
C -3.284697 -0.507924 -2.975774 2.1488 -0.6388 1.5500
O 2.056053 -1.023181 -0.468687 -0.0537 -0.5413 0.2708
H 0.202265 -5.292108 2.537270 -0.7340 -0.9045 -0.6442
H -2.006822 4.694916 -1.222557 -1.0390 -1.1037 2.1596
O -3.436637 -0.064931 -4.288363 -0.8145 1.6110 -0.2172
H -0.557694 0.738800 -3.685805 0.4646 -0.3818 -0.1112
H 3.674489 -1.199282 -1.693575 0.4259 0.0386 0.6114
H -0.298296 0.931887 0.609717 -0.2152 -1.5243 -0.0174
C 1.153294 -0.741638 3.267288 0.6884 1.1919 0.4079
H -0.036152 -0.163922 -2.217071 -0.5273 0.0638 0.0195
H 2.044068 -0.147426 -0.869149 0.1446 0.5667 0.0124
H 1.411620 2.177817 -3.474955 -0.0105 0.1804 0.3916
C 1.064453 -4.715806 2.740562 2.1592 -0.8061 2.3373
H 3.112221 -2.649356 -1.036845 -0.1561 -0.9437 0.1172
H -0.728468 1.526784 -2.189145 0.7627 -0.5429 0.1007
H -2.128412 -2.102656 -2.130000 0.0960 -0.1633 0.2051
N 0.015168 2.485446 0.237018 0.6621 -1.9549 -3.3656
C -1.441945 -0.738517 0.666790 -6.7069 2.8478 0.8654
H 1.945870 0.575238 -3.359664 0.7420 -1.2145 -0.5565
H -2.269235 -2.371580 0.957779 -1.1321 -1.2636 0.3586
H 0.640494 1.967985 -0.454999 -1.0154 1.4700 1.1461
N -0.332180 -0.123324 0.540204 1.9304 3.9411 -0.4307
H -0.299847 0.193619 2.393040 0.2335 0.1195 0.5191
O 2.122717 3.331760 0.976207 -6.2904 -0.4824 -0.6487
H 1.240059 -1.067010 4.308454 0.3941 0.2046 0.0091
H -1.498463 -1.584198 -3.648622 0.7480 0.4209 -0.7734
C 0.731710 3.285367 0.998202 8.2907 0.9495 1.0565
H -4.197580 -0.704151 -2.369637 0.2260 0.0331 -0.7942
O 0.940757 -3.473972 0.887436 -0.2824 0.2559 -0.8894
H -3.478585 0.890019 -4.152531 -0.3235 -0.0545 -0.9271
H 3.304294 -0.677827 2.591427 -0.1478 -0.6687 -0.0512
O 0.158317 0.249863 3.243917 -1.0159 -0.0096 0.3307
H 2.278328 0.464829 1.779916 -0.5002 -0.1807 -0.1233
H 2.761525 0.693365 3.396423 -0.3341 0.2013 0.2810
```
Forces are in eV/Å.

Output
Orbital gap, eV: 8.61
SMILES: NC(N)=O.NC(N)=O.NC(N)=O.CCO.CCO.CCO.CCO.CO
Relative energy (zero: lowest compared OMol25 entry of this formula, charge and spin), eV: 3.246
HOMO, eV: -8.70



Q: Which value of HOMO does entry 3 give?
A: -8.70 eV



Q: Which of these has the highest orbital gap?
A: C12H40N2O8



Q: HOMO of number 2 (C12H40N2O8)?
A: -9.53 eV



Q: Which of these has the lowest HOMO?
A: C12H40N2O8